Record 1
{"formula": "C2H6O2", "method": "wB97M-V/def2-TZVPD", "smiles": "O=O.CC", "charge": 0, "multiplicity": 1, "species": ["C", "C", "H", "H", "H", "H", "H", "H", "O", "O"], "coordinates": [[-0.453, 0.663, -0.145], [-1.298, -0.574, 0.145], [-0.430, 1.338, 0.718], [0.582, 0.379, -0.373], [-0.846, 1.223, -1.013], [-0.916, -1.125, 1.011], [-1.290, -1.271, -0.692], [-2.336, -0.310, 0.345], [3.200, -0.628, -0.247], [3.788, 0.306, 0.251]], "atomic_forces_ev_per_a": [[0.06, 0.09, -0.26], [0.11, -0.06, 0.15], [-0.02, -0.07, -0.18], [-0.20, 0.11, 0.04], [0.17, -0.21, 0.40], [-0.07, 0.13, -0.07], [-0.01, 0.01, -0.11], [-0.02, 0.00, 0.03], [0.59, 0.91, 0.49], [-0.59, -0.91, -0.49]]}

***

Record 2
{"formula": "C3H4O", "method": "wB97M-V/def2-TZVPD", "charge": 0, "multiplicity": 1, "species": ["C", "C", "C", "O", "H", "H", "H", "H"], "coordinates": [[-0.146, 0.381, -0.620], [0.611, -0.719, -0.598], [-0.393, 0.230, 0.837], [0.465, -1.014, 0.749], [-0.219, 0.975, -1.484], [0.994, -1.245, -1.450], [0.088, 1.147, 1.255], [-1.400, 0.243, 1.310]], "atomic_forces_ev_per_a": [[0.67, -1.73, -1.10], [-1.75, 1.58, -0.06], [0.69, 1.78, -0.04], [-0.69, 0.28, 0.96], [-0.87, 1.26, -0.38], [0.89, -0.84, 0.54], [0.40, -1.18, 0.65], [0.67, -1.14, -0.57]]}

***

Record 3
{"formula": "C37H29ClN6OSiTi", "method": "wB97M-V/def2-TZVPD", "charge": 1, "multiplicity": 2, "species": ["Ti", "C", "C", "N", "C", "C", "N", "C", "C", "C", "C", "C", "N", "C", "C", "N", "C", "C", "N", "C", "C", "C", "N", "C", "C", "H", "H", "H", "H", "H", "H", "H", "H", "H", "H", "H", "H", "Cl", "C", "H", "H", "O", "Si", "C", "C", "C", "C", "C", "C", "C", "C", "C", "C", "C", "C", "C", "C", "C", "C", "C", "C", "H", "H", "H", "H", "H", "H", "H", "H", "H", "H", "H", "H", "H", "H", "H"], "coordinates": [[-0.324, 0.042, 0.609], [0.152, -2.259, 4.465], [-0.152, -2.051, 3.124], [0.473, -1.110, 2.423], [1.421, -0.400, 3.059], [1.675, -0.587, 4.407], [1.038, -1.516, 5.115], [2.219, 0.486, 2.171], [3.439, 1.061, 2.454], [4.121, 1.730, 1.431], [3.591, 1.731, 0.145], [2.362, 1.125, -0.071], [1.701, 0.572, 0.942], [1.693, 0.878, -1.368], [2.213, 1.236, -2.604], [1.630, 0.901, -3.746], [0.510, 0.188, -3.646], [-0.042, -0.174, -2.432], [0.548, 0.173, -1.280], [5.421, 2.391, 1.698], [5.707, 3.625, 1.125], [6.928, 4.220, 1.403], [7.855, 3.671, 2.183], [7.574, 2.489, 2.722], [6.379, 1.814, 2.521], [-0.352, -3.042, 5.016], [-0.909, -2.640, 2.623], [2.402, 0.028, 4.922], [3.872, 1.002, 3.443], [4.154, 2.169, -0.668], [3.130, 1.810, -2.662], [0.019, -0.109, -4.564], [-0.966, -0.732, -2.357], [4.987, 4.136, 0.498], [7.164, 5.187, 0.974], [8.340, 2.051, 3.351], [6.224, 0.845, 2.979], [-0.461, 2.600, 1.853], [-1.177, 1.959, 0.279], [-0.838, 2.624, -0.513], [-2.257, 2.032, 0.392], [-1.714, -1.054, 0.247], [-3.188, -1.683, 0.796], [-3.276, -1.192, 2.594], [-4.019, -1.922, 3.526], [-4.057, -1.554, 4.865], [-3.361, -0.437, 5.306], [-2.622, 0.315, 4.400], [-2.589, -0.074, 3.070], [-4.592, -0.964, -0.163], [-4.866, -1.435, -1.454], [-5.892, -0.890, -2.209], [-6.671, 0.133, -1.680], [-6.425, 0.605, -0.400], [-5.391, 0.059, 0.350], [-3.115, -3.519, 0.573], [-4.272, -4.289, 0.745], [-4.236, -5.670, 0.632], [-3.041, -6.311, 0.335], [-1.886, -5.567, 0.147], [-1.926, -4.184, 0.267], [-4.572, -2.804, 3.219], [-4.634, -2.142, 5.568], [-3.398, -0.153, 6.350], [-2.082, 1.195, 4.724], [-1.980, 0.527, 2.397], [-4.286, -2.251, -1.873], [-6.096, -1.265, -3.203], [-7.479, 0.556, -2.263], [-7.039, 1.393, 0.017], [-5.213, 0.433, 1.353], [-5.224, -3.809, 0.949], [-5.142, -6.247, 0.767], [-3.012, -7.389, 0.242], [-0.956, -6.064, -0.101], [-1.014, -3.619, 0.104]], "atomic_forces_ev_per_a": [[-1.10, -0.22, 0.29], [-0.02, -0.06, 0.00], [-0.05, 0.05, 0.07], [-0.01, 0.13, 0.20], [0.39, 0.23, -0.16], [-0.08, -0.09, 0.03], [0.00, 0.06, -0.09], [-0.03, -0.17, -0.11], [0.02, 0.08, 0.03], [0.14, 0.00, 0.09], [-0.12, 0.01, -0.09], [0.17, -0.03, -0.07], [0.20, -0.08, 0.07], [0.30, 0.04, 0.19], [0.03, 0.06, 0.00], [-0.08, -0.06, 0.14], [-0.04, -0.03, -0.17], [-0.01, 0.05, 0.23], [0.10, 0.15, -0.66], [-0.13, 0.04, -0.07], [0.05, -0.03, 0.05], [0.00, 0.03, -0.03], [-0.08, -0.04, -0.02], [0.04, -0.02, 0.05], [0.01, 0.00, 0.00], [0.02, 0.02, 0.04], [0.01, 0.02, -0.03], [-0.01, -0.04, 0.06], [0.00, 0.01, -0.01], [-0.02, 0.01, 0.00], [-0.01, -0.01, -0.06], [0.05, 0.03, -0.03], [-0.01, -0.01, -0.01], [0.00, -0.01, 0.00], [0.04, 0.00, 0.03], [0.02, 0.03, -0.01], [0.00, 0.00, -0.01], [-0.09, -0.26, -0.13], [0.26, 0.05, 0.08], [0.00, 0.09, 0.06], [-0.02, 0.01, -0.02], [-0.41, -0.36, 0.32], [0.78, 0.34, -0.41], [-0.06, 0.04, 0.30], [-0.02, -0.06, 0.04], [0.02, 0.02, -0.01], [0.01, 0.01, -0.02], [-0.09, -0.10, 0.06], [0.14, 0.05, -0.11], [-0.15, 0.05, -0.14], [-0.02, 0.00, -0.02], [-0.03, 0.03, 0.02], [-0.03, 0.02, -0.02], [0.06, -0.03, 0.03], [0.00, 0.06, 0.02], [-0.07, -0.19, 0.06], [-0.01, -0.03, -0.03], [0.03, -0.01, 0.00], [-0.01, -0.01, 0.00], [-0.03, 0.03, 0.00], [0.08, -0.07, 0.00], [0.03, 0.02, -0.05], [0.00, 0.00, -0.01], [0.01, 0.01, -0.01], [0.01, 0.00, -0.01], [-0.23, 0.06, 0.00], [0.03, 0.01, 0.04], [0.01, -0.01, 0.00], [0.01, -0.02, -0.01], [0.00, 0.00, -0.01], [0.01, -0.01, -0.01], [0.04, 0.04, 0.00], [0.00, 0.00, 0.00], [0.00, 0.01, 0.00], [0.00, 0.00, 0.01], [-0.03, 0.06, 0.01]]}

***

Record 4
{"formula": "C6H4O", "method": "wB97M-V/def2-TZVPD", "smiles": "C#CC(=O)C#CC", "charge": 0, "multiplicity": 1, "species": ["C", "C", "C", "C", "O", "C", "C", "H", "H", "H", "H"], "coordinates": [[-1.059, -1.240, -1.728], [-0.053, -0.856, -0.748], [0.739, -0.480, 0.080], [1.505, 0.176, 1.124], [2.575, -0.197, 1.553], [0.803, 1.364, 1.603], [0.130, 2.315, 1.907], [-0.712, -2.028, -2.398], [-1.329, -0.366, -2.328], [-1.960, -1.589, -1.218], [-0.482, 3.151, 2.161]], "atomic_forces_ev_per_a": [[-0.04, 0.00, -0.07], [0.33, 0.16, 0.35], [-0.36, -0.18, -0.37], [0.29, -0.15, 0.09], [-0.45, 0.16, -0.18], [-0.31, 0.53, 0.20], [0.29, -0.42, -0.14], [0.03, 0.05, 0.09], [0.01, -0.10, 0.03], [0.08, 0.02, -0.04], [0.13, -0.07, 0.03]]}

***

Record 5
{"formula": "C19H55NO9", "method": "wB97M-V/def2-TZVPD", "smiles": "COCCNCCOC.CC(C)O.CC(C)O.CC(C)O.CO.CO.CO.CO", "charge": 0, "multiplicity": 1, "species": ["C", "O", "H", "H", "H", "H", "C", "O", "H", "H", "H", "H", "C", "O", "H", "H", "H", "H", "C", "O", "H", "H", "H", "H", "C", "O", "C", "C", "N", "C", "C", "O", "C", "H", "H", "H", "H", "H", "H", "H", "H", "H", "H", "H", "H", "H", "H", "H", "C", "C", "C", "O", "H", "H", "H", "H", "H", "H", "H", "H", "C", "C", "C", "O", "H", "H", "H", "H", "H", "H", "H", "H", "C", "C", "C", "O", "H", "H", "H", "H", "H", "H", "H", "H"], "coordinates": [[10.589, 9.779, 5.934], [10.848, 10.152, 7.275], [9.523, 9.799, 5.805], [11.154, 10.454, 5.289], [10.928, 8.762, 5.761], [10.291, 9.585, 7.806], [7.575, 9.834, 13.607], [7.906, 9.413, 12.263], [8.349, 9.569, 14.286], [7.374, 10.883, 13.734], [6.607, 9.456, 13.864], [8.730, 9.850, 11.937], [14.354, 8.229, 12.946], [15.543, 7.524, 12.345], [14.510, 9.278, 13.150], [13.606, 8.130, 12.149], [13.944, 7.678, 13.814], [16.298, 7.476, 12.939], [11.561, 10.066, 10.900], [10.344, 10.753, 11.253], [11.637, 9.167, 11.498], [11.595, 9.862, 9.829], [12.419, 10.698, 11.110], [10.259, 11.617, 10.711], [15.225, 10.593, 8.754], [14.188, 9.570, 8.652], [14.684, 8.188, 8.628], [13.486, 7.242, 8.896], [12.478, 7.414, 7.894], [11.498, 6.410, 7.786], [10.373, 6.410, 8.782], [9.605, 7.631, 8.535], [8.407, 7.836, 9.300], [14.631, 11.498, 8.998], [15.730, 10.781, 7.797], [15.955, 10.436, 9.542], [15.402, 8.095, 9.461], [15.123, 8.003, 7.672], [13.102, 7.483, 9.911], [13.744, 6.180, 9.011], [12.143, 8.391, 7.772], [11.959, 5.406, 7.907], [11.044, 6.466, 6.802], [10.796, 6.447, 9.760], [9.812, 5.516, 8.616], [7.982, 8.760, 8.892], [8.529, 8.022, 10.366], [7.724, 7.030, 9.041], [11.259, 12.601, 14.487], [9.947, 13.348, 14.637], [9.751, 13.842, 16.093], [9.986, 14.312, 13.656], [11.337, 11.830, 15.241], [12.095, 13.281, 14.549], [11.288, 12.052, 13.537], [9.164, 12.606, 14.403], [9.724, 12.991, 16.759], [8.804, 14.428, 16.229], [10.527, 14.570, 16.365], [9.209, 14.859, 13.459], [7.516, 13.100, 11.673], [8.069, 14.430, 11.185], [7.500, 14.853, 9.801], [7.781, 15.322, 12.267], [6.433, 13.080, 11.904], [8.080, 12.845, 12.610], [7.746, 12.367, 10.899], [9.131, 14.312, 11.081], [6.443, 15.139, 9.862], [7.567, 14.028, 9.103], [8.141, 15.690, 9.463], [8.040, 16.205, 11.947], [10.481, 14.581, 7.823], [11.067, 13.262, 8.330], [12.321, 13.554, 9.156], [10.067, 12.674, 9.103], [11.182, 15.167, 7.246], [10.242, 15.228, 8.672], [9.564, 14.450, 7.248], [11.317, 12.640, 7.492], [12.079, 14.367, 9.864], [13.182, 13.823, 8.561], [12.663, 12.671, 9.669], [9.630, 11.963, 8.591]], "atomic_forces_ev_per_a": [[0.43, -0.14, 0.32], [0.30, 0.53, 0.26], [-0.53, 0.22, -0.77], [-0.37, -0.02, -0.04], [0.16, -0.25, -0.21], [-0.17, -0.55, 0.55], [0.00, 0.20, -1.54], [0.09, 0.58, 0.47], [0.50, -0.50, 0.79], [0.44, 0.96, -0.47], [-0.30, -1.09, 0.14], [-0.58, -0.05, 0.54], [0.77, -1.97, -1.01], [-1.52, 0.98, 0.56], [0.35, 0.19, 0.14], [0.23, 0.19, 0.21], [0.51, 0.36, -0.25], [-0.33, 0.25, 0.30], [-0.48, 1.03, -0.32], [-0.11, 1.24, -0.82], [-0.18, -0.19, -0.02], [-0.02, -0.33, 0.02], [0.26, 0.07, 0.20], [0.41, -1.87, 0.92], [-1.89, 0.03, -0.38], [1.19, -0.42, 0.24], [-0.87, 0.75, 1.50], [0.05, 1.20, 0.88], [0.58, 1.29, -0.72], [-0.43, -1.06, -0.13], [-0.34, 2.07, -0.61], [0.45, -0.55, 0.45], [0.23, 0.32, -1.12], [0.54, -0.37, -0.11], [-0.03, -0.30, 0.10], [0.04, -0.41, 0.18], [-0.01, -0.18, -0.41], [0.43, -0.28, -0.68], [0.18, 0.19, -0.09], [0.42, 0.23, -0.56], [0.43, -1.12, 0.35], [0.05, 0.48, -0.36], [-0.10, -0.18, -0.37], [0.04, -0.09, 1.12], [-0.89, -0.53, 0.13], [-0.02, -0.15, 0.06], [0.27, -0.50, 0.09], [-0.27, -0.16, 0.51], [-0.27, -0.68, -0.22], [-0.29, -1.03, 0.88], [-0.73, 1.25, -0.86], [0.64, 1.55, -1.04], [0.16, -0.11, 0.47], [0.31, 0.21, 0.06], [-0.02, 0.40, -0.02], [-0.17, 0.16, 0.24], [0.14, -0.12, 0.29], [0.51, -0.69, -0.30], [0.16, -0.46, 0.01], [-0.36, -0.60, 0.53], [0.63, -0.35, 0.51], [-1.58, -1.06, -0.25], [0.37, 0.62, 1.23], [0.30, 1.36, -0.77], [0.54, 0.29, -0.29], [-0.59, -0.02, -0.88], [-0.13, -0.30, 0.23], [0.68, 0.02, -0.02], [0.27, 0.14, 0.10], [0.28, -0.09, -0.11], [-0.65, -0.26, -0.24], [-0.24, -0.23, 0.42], [0.07, 0.39, 0.20], [0.66, 1.84, -0.70], [-0.67, 0.10, 0.31], [-1.03, -1.57, 0.76], [0.34, -0.04, -0.44], [-0.10, -0.23, 0.10], [0.05, -0.15, -0.06], [0.14, -0.55, -0.38], [0.35, -0.44, -0.10], [-0.02, 0.47, -0.50], [-0.17, -0.43, 0.55], [0.52, 0.50, 0.28]]}

***

Record 6
{"formula": "C3H7N5", "method": "wB97M-V/def2-TZVPD", "charge": 0, "multiplicity": 1, "species": ["C", "C", "C", "N", "N", "N", "N", "N", "H", "H", "H", "H", "H", "H", "H"], "coordinates": [[1.376, 0.854, -0.048], [1.640, -1.618, -0.034], [-2.638, 0.367, 0.071], [-0.668, 1.518, -0.077], [-0.484, -0.643, 0.128], [2.416, 1.527, -0.141], [0.875, -0.338, 0.013], [-1.188, 0.441, 0.033], [1.138, -2.259, 0.804], [1.514, -2.075, -1.059], [2.638, -1.304, 0.192], [-3.014, 1.337, 0.119], [-3.046, -0.164, 0.941], [-2.896, -0.152, -0.833], [2.337, 2.508, -0.111]], "atomic_forces_ev_per_a": [[-2.79, 2.17, -0.26], [-1.89, -0.08, 0.68], [-0.30, -2.08, 0.32], [3.67, 3.71, -0.39], [-0.42, -2.10, -0.01], [-0.74, -1.98, 0.09], [-0.60, -1.91, -0.06], [1.09, -1.07, 0.83], [1.31, 0.91, -1.72], [0.27, 0.39, 1.28], [0.75, -0.49, 0.04], [-0.39, 1.63, -0.28], [0.63, -0.18, -0.22], [-0.56, -0.13, -0.32], [-0.02, 1.20, 0.00]]}

***

The records above yield ΔE to the lowest compared entry with this formula, charge and spin values of 5.218; 1.910; 0.305; 2.342; 0.000; 5.579 eV, respectively.
The records above yield total energy values of -230.0889; -191.8398; -3430.2560; -306.1255; -1488.6765; -392.0940 Ha, respectively.